A single C11H15NO molecule at a distorted geometry, computed with ωB97M-V/def2-TZVPD.

Its total energy is -558.01605 Ha. The HOMO-LUMO gap comes out at 9.24 eV. Its SMILES is COc1cccc2c1C[C@H](N)CC2. The maximum force is 0.105 hartree/bohr. For the energy above the lowest of the compared OMol25 structures with the same formula, charge and spin, the calculation gives 340.76 kJ/mol.

XYZ file:
```
28
C11H15NO, DFT ωB97M-V/def2-TZVPD
C 0.668 3.675 1.178
O 0.262 2.659 0.395
C 0.076 1.359 0.916
C 0.037 1.248 2.306
C -0.232 0.123 2.978
C -0.611 -0.991 2.196
C -0.365 -0.964 0.837
C 0.078 0.170 0.142
C 0.288 0.201 -1.366
C 0.412 -1.184 -1.994
N 0.409 -1.324 -3.482
C -0.757 -1.960 -1.453
C -0.709 -2.191 -0.012
H 1.439 3.262 1.812
H 1.342 4.373 0.537
H -0.156 4.298 1.598
H 0.001 2.251 2.751
H -0.122 -0.033 4.045
H -1.326 -1.907 2.359
H -0.565 0.647 -1.674
H 1.045 0.959 -1.734
H 1.372 -1.545 -1.473
H 0.059 -2.368 -3.598
H 1.237 -0.990 -4.191
H -0.840 -2.862 -2.216
H -1.669 -1.385 -1.776
H -1.618 -2.688 0.528
H 0.244 -2.834 0.392
```



A single C11H15NO3 molecule at a distorted geometry, computed with ωB97M-V/def2-TZVPD.

Its total energy is -708.50431 Ha. The HOMO-LUMO gap comes out at 7.34 eV. Its SMILES is CC1=C(C)C(=O)C(N(C)CCO)=CC1=O. The maximum force is 0.150 hartree/bohr. For the energy above the lowest of the compared OMol25 structures with the same formula, charge and spin, the calculation gives 349.98 kJ/mol.

XYZ file:
```
30
C11H15NO3, DFT ωB97M-V/def2-TZVPD
C 2.644 0.477 2.526
C 1.701 0.017 1.544
C 0.443 -0.557 1.951
C 0.040 -0.668 3.474
C -0.528 -0.782 0.894
O -1.725 -1.007 1.151
C -0.179 -0.484 -0.584
N -1.176 -0.391 -1.536
C -1.895 -1.670 -1.765
C -1.079 0.510 -2.776
C -0.948 1.933 -2.356
O -2.028 2.360 -1.525
C 1.175 -0.222 -0.885
C 1.997 0.054 0.159
O 3.189 0.068 -0.189
H 2.275 0.274 3.530
H 3.525 -0.161 2.384
H 3.071 1.462 2.362
H 0.437 -0.006 4.279
H 0.279 -1.678 3.679
H -1.008 -0.448 3.540
H -1.533 -2.374 -1.084
H -1.690 -2.154 -2.798
H -2.972 -1.710 -1.551
H -2.056 0.476 -3.398
H -0.228 0.181 -3.390
H -1.018 2.727 -3.092
H 0.006 2.084 -1.883
H -2.111 1.757 -0.700
H 1.392 -0.070 -1.960
```



A single C11H15NO5 molecule, computed with ωB97M-V/def2-TZVPD.

Its total energy is -859.11846 Ha. The HOMO-LUMO gap comes out at 8.90 eV. Its SMILES is COc1ccccc1OC[C@@H](O)COC(N)=O. The maximum force is 0.017 hartree/bohr. For the energy above the lowest of the compared OMol25 structures with the same formula, charge and spin, the calculation gives 87.65 kJ/mol.

XYZ file:
```
32
C11H15NO5, DFT ωB97M-V/def2-TZVPD
C 0.309 3.754 -1.630
O 0.414 2.448 -1.122
C 0.922 1.465 -1.935
C 1.397 1.699 -3.219
C 1.946 0.679 -3.979
C 2.030 -0.598 -3.462
C 1.542 -0.851 -2.193
C 0.979 0.157 -1.419
O 0.574 -0.217 -0.169
C -0.524 0.438 0.434
C -1.215 -0.548 1.388
O -2.027 -1.390 0.619
C -0.168 -1.323 2.208
O -0.585 -1.589 3.548
C -1.574 -2.485 3.721
N -1.819 -2.678 5.033
O -2.170 -3.044 2.830
H -0.341 3.795 -2.510
H 1.290 4.170 -1.882
H -0.135 4.343 -0.828
H 1.354 2.693 -3.638
H 2.310 0.896 -4.971
H 2.462 -1.398 -4.043
H 1.583 -1.840 -1.766
H -0.183 1.319 0.991
H -1.256 0.745 -0.316
H -1.833 0.041 2.091
H -2.293 -2.145 1.175
H 0.061 -2.261 1.694
H 0.742 -0.735 2.318
H -2.524 -3.337 5.308
H -1.269 -2.204 5.726
```



2 unconnected molecules or ions with the total composition C11H15O3S at a distorted geometry, computed with ωB97M-V/def2-TZVPD.

Its total energy is -1051.98207 Ha. Its total charge is -1. The HOMO-LUMO gap (spin up / spin down) comes out at 7.92 / 7.63 eV. The maximum force is 0.081 hartree/bohr. For the energy above the lowest of the compared OMol25 structures with the same formula, charge and spin, the calculation gives 142.30 kJ/mol.

XYZ file:
```
30
C11H15O3S, DFT ωB97M-V/def2-TZVPD
C -1.814 3.252 1.709
C -0.994 2.489 2.489
C -1.800 3.123 0.353
C -0.275 1.413 1.922
C -1.170 1.974 -0.223
C -0.472 1.148 0.620
C 0.582 -3.053 -1.247
C -0.628 -2.102 0.768
C 2.106 -0.576 0.133
C -0.182 -1.733 -0.662
C 0.806 -0.625 -0.706
O 1.640 1.326 -2.367
O 1.463 -0.984 -3.096
O -0.529 0.422 -2.741
S 0.849 0.159 -2.326
H -2.306 4.149 1.980
H -0.785 2.702 3.579
H -2.206 3.871 -0.290
H 0.654 1.048 2.394
H -1.040 1.641 -1.232
H 1.183 -3.510 -0.471
H 1.212 -2.730 -2.153
H -0.302 -3.643 -1.507
H 0.256 -2.159 1.407
H -1.280 -1.320 1.197
H -1.112 -3.077 0.837
H 2.651 0.376 -0.006
H 1.820 -0.654 1.180
H 2.656 -1.453 -0.182
H -0.981 -1.476 -1.359
```



A single C11H16 molecule at a distorted geometry, computed with ωB97M-V/def2-TZVPD.

Its total energy is -428.55282 Ha. The HOMO-LUMO gap (spin up / spin down) comes out at 7.74 / 7.39 eV. The maximum force is 0.084 hartree/bohr. For the energy above the lowest of the compared OMol25 structures with the same formula, charge and spin, the calculation gives 319.71 kJ/mol.

XYZ file:
```
27
C11H16, DFT ωB97M-V/def2-TZVPD
C 0.200 -2.085 0.393
C -0.785 -1.703 -0.510
C -0.156 -0.474 2.380
C 0.343 0.905 1.977
C 0.799 -1.098 1.301
C -0.768 -0.336 -0.881
C 1.014 0.335 0.793
C 0.526 0.538 -0.710
C -2.104 0.287 -1.277
C 1.567 -0.216 -1.593
C 0.278 2.005 -0.939
H 0.358 -3.076 0.793
H -1.462 -2.513 -0.815
H -0.163 -0.950 3.366
H -1.074 -0.543 1.804
H -0.508 1.571 1.820
H 1.082 1.338 2.647
H 1.756 -1.455 1.715
H -2.439 0.836 -0.317
H -2.719 -0.619 -1.509
H -1.857 1.025 -2.080
H 2.438 0.438 -1.714
H 1.099 -0.258 -2.550
H 1.810 -1.157 -1.264
H -0.122 2.295 -1.865
H 1.189 2.523 -0.830
H -0.303 2.386 -0.137
```



A molecular structure, C11H16BClN6Ru at a distorted geometry, computed with ωB97M-V/def2-TZVPD.

Its total energy is -1335.26943 Ha. Its total charge is +4. The HOMO-LUMO gap (spin up / spin down) comes out at 8.40 / 4.99 eV. The expectation value of S² is 6.050. The maximum force is 0.121 hartree/bohr. Its multiplicity is 5.

XYZ file:
```
36
C11H16BClN6Ru, DFT ωB97M-V/def2-TZVPD
C 3.099 -0.806 0.806
N 1.766 -0.655 0.596
N 1.584 0.110 -0.538
C 2.814 0.390 -1.046
C 3.785 -0.171 -0.237
B 0.235 0.368 -1.305
N -0.744 -0.874 -1.106
N -0.822 -1.635 0.052
C -1.543 -2.759 -0.218
C -1.938 -2.724 -1.562
C -1.433 -1.541 -2.077
Ru 0.117 -1.323 1.847
N -0.324 1.890 -1.329
N -0.700 2.731 -0.267
C -1.169 3.867 -0.794
C -1.040 3.838 -2.213
C -0.484 2.592 -2.495
H -1.588 4.662 -0.197
H -0.186 2.168 -3.439
H -1.320 4.615 -2.894
H 0.552 0.204 -2.487
H -1.478 -1.162 -3.094
H 2.906 0.917 -1.985
H -2.500 -3.490 -2.069
H 4.851 -0.144 -0.386
H -1.766 -3.486 0.557
H 3.501 -1.344 1.666
H -1.745 -0.993 1.886
C -1.662 -1.661 2.792
H -2.346 -2.489 2.607
H -0.611 -2.155 2.994
H -1.921 -1.075 3.667
Cl 1.513 -0.285 3.870
C 0.327 0.423 2.777
H -0.530 0.745 3.380
H 0.800 1.253 2.240
```



A molecular structure, C11H16Cl3F3OZr at a distorted geometry, computed with ωB97M-V/def2-TZVPD.

Its total energy is -2231.35242 Ha. Its total charge is -2. The HOMO-LUMO gap comes out at 4.30 eV. The maximum force is 0.088 hartree/bohr.

XYZ file:
```
35
C11H16Cl3F3OZr, DFT ωB97M-V/def2-TZVPD
C -0.509 0.710 -1.676
C -1.366 -0.314 -1.198
C -0.578 -1.449 -0.873
C -2.817 -0.227 -1.090
C 0.781 -1.094 -1.181
C 0.813 0.224 -1.666
C 2.033 0.986 -1.944
C -0.971 2.069 -2.005
C -1.081 -2.727 -0.438
C 1.959 -1.924 -0.967
Zr 1.010 1.309 2.685
Cl -2.468 -0.135 2.225
Cl 1.777 2.998 4.017
Cl 2.763 -0.199 2.404
H -3.144 0.719 -0.633
H -3.204 -1.022 -0.452
H -3.245 -0.311 -2.097
H -1.923 -2.687 0.264
H -0.267 -3.275 0.032
H -1.414 -3.307 -1.309
H 1.642 -2.827 -0.448
H 2.699 -1.391 -0.350
H 2.456 -2.190 -1.915
H 2.768 0.826 -1.118
H 1.745 2.053 -1.977
H 2.526 0.693 -2.905
H -1.881 2.316 -1.413
H -1.208 2.258 -3.080
H -0.169 2.780 -1.725
O 1.043 2.178 1.022
H 0.888 2.832 0.204
F -1.042 0.933 5.158
C -0.065 0.192 4.560
F 0.921 0.099 5.560
F -0.473 -1.096 4.330
```



A molecular structure, C11H16ClO5PPd at a distorted geometry, computed with ωB97M-V/def2-TZVPD.

Its total energy is -1733.60783 Ha. Its total charge is +2. The HOMO-LUMO gap (spin up / spin down) comes out at 7.86 / 6.48 eV. The expectation value of S² is 6.014. The maximum force is 0.120 hartree/bohr. Its multiplicity is 5. For the energy above the lowest of the compared OMol25 structures with the same formula, charge and spin, the calculation gives 94.42 kJ/mol.

XYZ file:
```
35
C11H16ClO5PPd, DFT ωB97M-V/def2-TZVPD
Cl -2.204 1.034 -0.513
C 0.775 -1.719 -1.809
C 1.923 -0.950 -1.379
C 1.740 0.387 -1.805
H 2.844 -1.375 -0.931
C 0.524 0.495 -2.511
C -0.109 -0.802 -2.514
H -0.904 -1.093 -3.185
H 0.667 -2.819 -1.781
H 2.481 1.190 -1.722
C 0.038 1.715 -3.167
Pd -0.775 -0.834 -0.329
C 0.411 -0.098 1.202
C -2.461 -0.713 0.548
O 0.890 -0.745 2.118
O -3.348 -0.861 1.290
H 0.107 2.573 -2.485
H -0.998 1.593 -3.486
H 0.637 1.965 -4.050
C 3.155 2.029 2.861
O 1.772 2.354 2.502
P 0.622 1.779 1.583
O -0.673 2.006 2.466
C -0.592 1.715 3.893
O 0.466 2.675 0.319
C -0.372 3.866 0.353
H 3.745 1.817 1.964
H 3.143 1.169 3.532
H 3.573 2.898 3.377
H 0.098 0.886 4.097
H -0.275 2.623 4.419
H -1.602 1.424 4.187
H -1.425 3.573 0.376
H -0.107 4.499 1.211
H -0.133 4.381 -0.579
```